A structure of composition C48H33BaBrClF5IN5O4S3Si, computed with ωB97M-V/def2-TZVPD.

highest occupied orbital energy = -2.066 eV
HOMO-LUMO gap = 5.48 eV

```
! RIJCOSX wB97M-V def2-TZVPD def2/J DEFGRID3
* xyz -2 1
Ba -0.279 0.550 0.660
Cl -4.940 -4.809 -2.368
C -4.220 -3.547 -1.384
C -4.281 -3.641 0.003
C -3.725 -2.654 0.784
C -3.074 -1.535 0.208
O -2.489 -0.631 0.931
C -3.068 -1.451 -1.208
C -2.544 -0.222 -1.813
N -1.822 -0.073 -2.846
C -1.182 -1.138 -3.471
C -1.486 -1.469 -4.771
C -0.785 -2.478 -5.452
C 0.250 -3.132 -4.847
C 0.621 -2.791 -3.528
C 1.709 -3.417 -2.873
C 2.033 -3.045 -1.607
C 1.265 -2.037 -0.990
N 0.248 -1.437 -1.547
C -0.093 -1.798 -2.817
C -3.622 -2.464 -1.990
H -4.755 -4.501 0.459
H -3.743 -2.737 1.863
H -2.850 0.717 -1.339
H -2.285 -0.929 -5.263
H -1.067 -2.724 -6.468
H 0.810 -3.902 -5.365
H 2.269 -4.181 -3.400
H 2.852 -3.495 -1.063
H 1.526 -1.740 0.023
H -3.603 -2.391 -3.070
Br 6.424 2.895 2.106
C 4.853 1.873 1.813
C 4.802 0.977 0.766
C 3.623 0.273 0.585
N 2.547 0.421 1.357
C 2.628 1.296 2.367
C 3.760 2.045 2.640
H 5.622 0.856 0.074
H 3.538 -0.410 -0.252
H 1.745 1.407 2.986
H 3.769 2.745 3.462
N -1.690 -1.296 3.785
C -0.620 -0.554 4.086
O -0.225 0.360 3.358
C 0.075 -0.919 5.381
I 1.333 0.624 6.104
H -2.061 -1.192 2.837
H -1.777 -2.196 4.234
H 0.683 -1.802 5.201
H -0.642 -1.147 6.164
O 1.242 -5.283 5.870
S -0.033 -5.113 5.220
O -1.185 -4.999 6.086
N -0.005 -3.890 4.149
C -0.175 -4.304 2.899
S -0.279 -3.354 1.533
C -0.349 -5.794 2.792
C -0.573 -6.555 1.655
C -0.726 -7.927 1.803
C -0.659 -8.528 3.059
C -0.441 -7.765 4.199
C -0.293 -6.403 4.030
H -0.627 -6.068 0.690
H -0.905 -8.542 0.930
H -0.783 -9.601 3.145
H -0.392 -8.217 5.181
C 3.109 5.458 -1.864
C 3.439 5.082 -0.567
C 2.443 4.706 0.321
C 1.089 4.676 -0.039
C 0.789 5.047 -1.354
C 1.777 5.440 -2.250
Si -0.166 3.894 1.171
C -1.721 5.029 1.238
C -2.629 4.792 2.281
C -3.828 5.478 2.393
C -4.178 6.433 1.442
C -3.299 6.692 0.402
C -2.093 6.004 0.307
H 3.882 5.738 -2.570
H 4.477 5.064 -0.252
H 2.726 4.411 1.328
H -0.232 4.982 -1.717
H 1.505 5.702 -3.267
H 0.407 4.323 2.509
H -2.384 4.042 3.029
H -4.498 5.262 3.218
H -5.121 6.962 1.513
H -3.549 7.436 -0.348
H -1.421 6.253 -0.506
F 1.079 4.481 -6.808
C 1.346 3.766 -5.695
C 2.633 3.349 -5.418
F 3.627 3.662 -6.274
C 2.897 2.620 -4.276
F 4.175 2.260 -4.069
C 1.910 2.263 -3.348
S 2.281 1.411 -1.897
C 0.621 2.710 -3.670
F -0.394 2.467 -2.838
C 0.339 3.439 -4.808
F -0.916 3.854 -5.060
*
```

Results of the Mulliken charge analysis, in e, for atoms 1 through 6: atom 1 (Ba): 0.958, atom 2 (Cl): -0.308, atom 3 (C): 0.121, atom 4 (C): -0.641, atom 5 (C): -0.458, atom 6 (C): -0.104